(1)
Density functional theory data (ωB97M-V/def2-TZVPD) for C10H11F4MnN2SbSe4 as an isolated structure in a non-equilibrium geometry.

Calculated values
Lowest unoccupied orbital energy (spin up / spin down) in eV: 0.51 / 2.21
Net charge: -1
Relative energy (zero: lowest compared OMol25 entry of this formula, charge and spin) in kcal/mol: 10.6
Electronic energy in eV: -323645.69283
HOMO level (spin up / spin down) in eV: -4.6 / -4.7
Molecular weight in g mol⁻¹: 727.74
HOMO-LUMO gap (spin up / spin down) in eV: 5.16 / 6.86
F_max in eV Å⁻¹: 1.57
2S+1: 5

Geometry as XYZ:
```
33
C10H11F4MnN2SbSe4 ωB97M-V/def2-TZVPD
Mn -0.98 -0.03 -0.77
C -2.45 -0.22 2.17
N -1.09 -0.45 1.69
C -0.67 -1.80 2.05
C -0.17 0.54 2.24
C -0.26 1.86 1.51
N -0.08 1.58 0.10
C 0.49 2.50 -0.73
C 0.97 2.04 -1.97
F 0.82 0.72 -2.24
C 1.60 2.83 -2.89
F 2.03 2.28 -4.03
C 1.81 4.18 -2.65
C 1.35 4.66 -1.44
F 1.50 5.96 -1.15
C 0.71 3.87 -0.51
F 0.26 4.46 0.61
H -2.49 -0.29 3.27
H -3.14 -0.94 1.74
H -2.79 0.77 1.87
H -0.62 -1.92 3.15
H 0.31 -2.01 1.63
H -1.38 -2.52 1.65
H 0.85 0.15 2.12
H -0.35 0.68 3.31
H 0.53 2.51 1.89
H -1.21 2.37 1.71
H 2.30 4.82 -3.37
Se -4.89 -2.11 -3.48
Sb -3.87 -1.68 -1.39
Se -1.41 -2.23 -1.45
Se -3.17 0.73 -1.24
Se -4.76 -2.46 0.67
```

***

(2)
Density functional theory data (ωB97M-V/def2-TZVPD) for a 2-piece molecular cluster, C10H11IN3S overall in a non-equilibrium geometry.

Calculated values
Lowest unoccupied orbital energy (spin up / spin down) in eV: -4.74 / -5.67
Net charge: +1
Relative energy (zero: lowest compared OMol25 entry of this formula, charge and spin) in kcal/mol: 24.7
Electronic energy in eV: -33945.88038
HOMO level (spin up / spin down) in eV: -11.2 / -10.5
Molecular weight in g mol⁻¹: 332.19
HOMO-LUMO gap (spin up / spin down) in eV: 6.46 / 4.83
F_max in eV Å⁻¹: 5.38
2S+1: 1

Geometry as XYZ:
```
26
C10H11IN3S ωB97M-V/def2-TZVPD
C -1.21 -0.90 2.59
C -1.54 -0.75 1.24
C 0.03 -0.52 3.06
C 0.67 0.22 0.87
C -0.57 -0.15 0.38
C 1.07 0.05 2.20
C -2.18 0.45 -1.47
C -2.58 0.80 -2.72
C 0.06 0.16 -3.25
C -0.85 0.01 -1.04
N 0.20 -0.09 -1.93
N 2.34 0.33 2.60
N 1.03 0.01 -4.15
S -1.44 0.66 -4.00
I -1.25 -3.07 -1.79
H -2.05 -1.24 3.13
H -2.46 -1.12 0.98
H 0.04 -0.74 4.08
H 1.36 0.75 0.06
H -3.02 0.52 -0.73
H -3.52 1.12 -2.88
H 0.94 -0.44 -1.34
H 2.37 0.38 3.61
H 2.73 1.00 2.00
H 1.97 -0.18 -3.93
H 0.92 0.30 -5.14
```

***

Which formula does entry 1 have?
C10H11F4MnN2SbSe4

***

The lowest electronic energy belongs to which entry?
C10H11F4MnN2SbSe4